Record 1
Density functional theory data (ωB97M-V with the def2-TZVPD basis set) for a molecular structure, C14H12F4O3PtS.

Each line ends with the Löwdin charge.
Atoms and positions in Å:
Pt: -0.565 0.527 -0.974  1.099
C: 0.595 0.750 3.103  -0.033
C: -0.565 0.374 2.228  -0.292
C: -1.317 -0.745 2.452  -0.040
C: -2.483 -1.011 1.700  -0.059
C: -2.918 -0.136 0.746  -0.083
C: -2.163 1.039 0.486  -0.228
C: -0.958 1.260 1.178  -0.162
H: 0.911 -0.087 3.723  0.086
H: 0.310 1.572 3.765  0.091
H: 1.445 1.083 2.508  0.076
H: -1.032 -1.426 3.245  0.118
H: -3.051 -1.909 1.904  0.111
H: -3.829 -0.315 0.192  0.115
H: -2.593 1.828 -0.120  0.111
H: -0.463 2.222 1.114  0.123
F: 5.291 0.031 0.572  0.052
C: 3.980 0.146 0.269  -0.288
C: 3.103 -0.816 0.726  -0.011
C: 1.754 -0.687 0.421  -0.115
C: 1.300 0.387 -0.335  -0.320
C: 2.212 1.328 -0.803  -0.100
C: 3.564 1.216 -0.495  -0.010
H: 3.475 -1.651 1.305  0.120
H: 1.062 -1.444 0.766  0.104
H: 1.878 2.154 -1.418  0.102
H: 4.286 1.939 -0.849  0.119
F: -1.485 -2.338 -2.249  0.128
C: -1.877 -1.815 -3.412  -0.679
F: -3.197 -1.953 -3.516  0.148
F: -1.290 -2.476 -4.401  0.156
S: -1.442 -0.026 -3.502  0.544
O: -1.576 0.342 -4.866  -0.219
O: -2.319 0.611 -2.510  -0.368
O: -0.046 0.026 -2.953  -0.398

As for the LUMO energy: -0.63 eV. For the HOMO-LUMO gap, the calculation gives 8.2329 eV.

Record 2
Density functional theory data (ωB97M-V with the def2-TZVPD basis set) for a molecular structure, C23H26N3SSiTeV.

Each line ends with the Löwdin charge.
Atoms and positions in Å:
V: -1.313 -0.095 0.475  0.067
C: -3.695 2.707 2.056  -0.104
C: -2.497 3.442 1.953  -0.104
C: -1.295 2.825 2.172  -0.111
C: -1.255 1.449 2.491  -0.175
C: -2.437 0.727 2.604  -0.218
C: -3.667 1.374 2.368  -0.124
H: -4.640 3.199 1.864  0.098
H: -2.530 4.493 1.693  0.097
H: -0.365 3.375 2.087  0.101
H: -0.311 1.001 2.784  0.089
H: -2.446 -0.303 2.933  0.056
H: -4.569 0.778 2.402  0.086
N: -3.286 1.713 -0.997  0.118
C: -2.446 2.500 -1.720  -0.245
C: -2.940 3.432 -2.619  -0.041
C: -2.110 4.309 -3.330  -0.102
C: -0.754 4.283 -3.167  -0.074
C: -0.199 3.363 -2.247  -0.159
C: 1.197 3.307 -2.021  -0.018
C: 1.707 2.442 -1.104  -0.042
C: 0.813 1.618 -0.396  -0.171
N: -0.486 1.625 -0.590  0.011
C: -1.020 2.478 -1.512  -0.125
H: -4.262 1.763 -1.256  0.098
H: -3.108 0.729 -0.710  -0.084
H: -4.011 3.470 -2.778  0.104
H: -2.563 5.009 -4.022  0.098
H: -0.098 4.946 -3.716  0.099
H: 1.838 3.970 -2.590  0.112
H: 2.767 2.366 -0.904  0.104
H: 1.191 0.936 0.358  0.100
C: 2.462 -5.645 -0.288  -0.180
Si: 2.798 -3.817 -0.532  0.503
C: 2.572 -3.419 -2.337  -0.223
C: 4.593 -3.477 -0.086  -0.186
C: 1.742 -2.879 0.714  -0.247
C: 2.017 -3.134 2.046  -0.114
C: 1.288 -2.542 3.081  -0.081
C: 0.279 -1.680 2.724  -0.144
N: -0.023 -1.402 1.453  -0.114
C: 0.679 -1.976 0.434  -0.747
S: 0.148 -1.488 -1.119  0.606
H: 3.101 -6.251 -0.936  0.025
H: 1.421 -5.870 -0.529  0.037
H: 2.636 -5.953 0.745  0.023
H: 3.274 -4.043 -2.903  0.026
H: 2.772 -2.370 -2.554  0.018
H: 1.557 -3.626 -2.674  0.014
H: 5.263 -4.069 -0.716  0.025
H: 4.813 -3.715 0.956  0.018
H: 4.829 -2.421 -0.242  0.030
H: 2.821 -3.815 2.316  0.092
H: 1.492 -2.755 4.121  0.091
H: -0.342 -1.199 3.473  0.105
Te: -3.404 -1.689 0.289  -0.120

The total charge is -1. Its expectation value of S² is 3.79. The spin multiplicity is 4. As for the LUMO energy (spin up / spin down): 2.39 / 2.31 eV. For the HOMO-LUMO gap (spin up / spin down), the calculation gives 4.4154 / 4.5726 eV.

Record 3
Density functional theory data (ωB97M-V with the def2-TZVPD basis set) for 5 unconnected molecules or ions with the total composition C17H25F4N3O13PS.

Each line ends with the Löwdin charge.
Atoms and positions in Å:
C: -0.507 4.425 0.296  -0.294
P: -1.363 3.675 -1.258  0.912
O: -3.119 3.784 -1.012  -0.366
C: -1.039 1.778 -1.387  -0.474
C: 0.577 1.405 -1.260  -0.138
C: 0.775 -0.218 -1.613  -0.206
N: 0.119 -0.604 -2.921  -0.368
S: 1.214 -1.400 -4.024  0.815
C: -0.577 0.597 -3.568  -0.195
N: -0.324 1.029 -4.869  0.101
N: -1.638 1.280 -2.685  0.033
H: -1.192 5.298 0.692  0.073
H: -0.396 3.644 1.161  0.048
H: 0.526 4.872 -0.077  0.065
H: -3.442 2.897 -1.390  0.051
H: -1.562 1.200 -0.488  0.116
H: 1.236 2.097 -1.953  0.131
H: 0.889 1.548 -0.116  0.141
H: 0.182 -0.779 -0.741  0.139
H: 1.899 -0.558 -1.511  0.110
H: 2.551 -1.021 -3.822  -0.076
H: 0.579 1.467 -5.179  0.152
H: -1.100 0.926 -5.588  0.158
H: -2.145 2.023 -3.214  0.110
C: -4.110 -1.803 1.181  -0.067
C: -3.054 -0.958 0.556  -0.338
O: -1.855 -1.589 0.943  0.116
C: -2.177 -2.905 1.086  -0.494
O: -1.358 -3.807 1.145  0.151
O: -3.530 -3.092 1.150  0.096
F: -3.066 0.290 1.074  0.060
H: -4.317 -1.524 2.220  0.131
H: -5.048 -1.782 0.619  0.153
H: -3.108 -0.908 -0.537  0.172
C: -2.232 1.055 4.640  -0.077
C: -3.607 0.659 4.224  -0.336
O: -4.398 0.995 5.342  0.150
C: -3.756 2.043 5.929  -0.495
O: -4.266 2.783 6.754  0.161
O: -2.473 2.171 5.474  0.078
F: -3.687 -0.677 4.032  0.067
H: -1.722 0.275 5.216  0.154
H: -1.603 1.330 3.789  0.138
H: -3.978 1.186 3.339  0.169
C: 4.695 2.554 0.426  -0.065
C: 4.723 1.137 0.886  -0.319
O: 3.891 0.473 -0.038  0.131
C: 4.002 1.189 -1.192  -0.507
O: 3.653 0.780 -2.287  0.100
O: 4.560 2.419 -0.975  0.086
F: 4.173 1.018 2.116  0.091
H: 3.839 3.111 0.820  0.148
H: 5.612 3.093 0.681  0.154
H: 5.719 0.682 0.878  0.187
C: 2.065 -4.173 -1.161  -0.085
C: 2.043 -5.555 -1.718  -0.325
O: 3.409 -5.880 -1.846  0.148
C: 4.037 -5.168 -0.869  -0.499
O: 5.173 -5.387 -0.484  0.154
O: 3.234 -4.180 -0.366  0.073
F: 1.484 -5.571 -2.948  0.078
H: 2.158 -3.405 -1.937  0.106
H: 1.181 -3.954 -0.556  0.137
H: 1.549 -6.291 -1.074  0.183

The total charge is +1. As for the LUMO energy: -5.27 eV. For the HOMO-LUMO gap, the calculation gives 6.5864 eV.

Record 4
Density functional theory data (ωB97M-V with the def2-TZVPD basis set) for a single C4H5FS2 molecule.

Each line ends with the Löwdin charge.
Atoms and positions in Å:
C: -1.224 0.419 0.849  -0.515
C: -0.247 -0.795 0.871  -0.699
C: 0.796 -0.890 -0.304  -0.173
C: 1.446 0.128 -0.836  -0.102
H: -0.462 1.493 -1.272  -0.070
H: -0.612 1.329 1.347  0.132
H: -1.991 0.188 1.528  0.033
H: 1.300 -1.706 -0.517  0.038
H: 2.155 0.076 -1.660  0.127
F: 0.963 1.432 -0.604  -0.131
S: -1.588 0.682 -0.961  0.715
S: -0.538 -2.355 1.558  0.644

Its structure (SMILES) is F/C=C\C(=S)CS. As for the LUMO energy: -1.08 eV. For the HOMO-LUMO gap, the calculation gives 7.7905 eV.

Record 5
Density functional theory data (ωB97M-V with the def2-TZVPD basis set) for a molecular structure, C28H37N4OPTi.

Each line ends with the Löwdin charge.
Atoms and positions in Å:
Ti: 0.147 -0.556 -0.219  0.706
N: 0.130 -0.516 2.095  -0.030
C: 1.296 0.297 2.513  -0.209
C: 2.494 -0.022 1.641  -0.188
N: 2.186 0.332 0.242  -0.153
C: 3.139 -0.166 -0.765  -0.186
C: 2.536 -0.005 -2.149  -0.199
N: 1.244 -0.731 -2.248  -0.020
H: -0.724 -0.090 2.448  0.098
H: 0.184 -1.423 2.553  0.109
H: 1.541 0.135 3.564  0.134
H: 1.035 1.349 2.393  0.100
H: 2.710 -1.094 1.678  0.127
H: 3.385 0.502 1.999  0.140
H: 2.158 1.348 0.179  0.135
H: 3.337 -1.220 -0.548  0.127
H: 4.092 0.367 -0.707  0.139
H: 3.243 -0.353 -2.905  0.132
H: 2.339 1.052 -2.347  0.120
H: 1.435 -1.700 -2.492  0.095
H: 0.706 -0.352 -3.027  0.087
C: -0.351 -5.374 -1.035  -0.041
C: -0.490 -4.013 -0.353  -0.369
C: 0.910 -3.450 -0.098  -0.055
C: -1.408 -3.106 -1.177  -0.261
C: -2.843 -3.653 -1.283  -0.032
O: -3.665 -2.605 -0.721  0.049
C: -2.870 -1.620 -0.332  -0.312
N: -1.610 -1.782 -0.554  0.041
C: -3.542 -0.497 0.354  -0.145
C: -4.753 -0.818 0.967  0.011
C: -5.484 0.134 1.664  -0.028
C: -5.016 1.431 1.734  -0.027
C: -3.821 1.770 1.106  -0.052
C: -3.063 0.830 0.413  -0.282
P: -1.507 1.413 -0.362  1.048
C: -1.836 1.334 -2.156  -0.381
C: -0.833 1.814 -3.002  -0.139
C: -0.984 1.760 -4.378  -0.065
C: -2.138 1.213 -4.928  -0.053
C: -3.139 0.739 -4.094  -0.049
C: -2.993 0.802 -2.714  -0.067
C: -1.389 3.175 -0.006  -0.394
C: -0.775 3.567 1.185  -0.106
C: -0.687 4.906 1.527  -0.057
C: -1.206 5.867 0.667  -0.047
C: -1.816 5.485 -0.518  -0.047
C: -1.915 4.145 -0.855  -0.070
H: 0.288 -6.037 -0.453  0.097
H: 0.099 -5.262 -2.023  0.096
H: -1.309 -5.877 -1.158  0.084
H: -0.978 -4.152 0.620  0.153
H: 1.573 -3.573 -0.956  0.093
H: 1.364 -3.960 0.751  0.105
H: 0.939 -2.378 0.205  0.010
H: -0.972 -2.959 -2.173  0.153
H: -3.011 -4.545 -0.681  0.137
H: -3.191 -3.821 -2.299  0.146
H: -5.128 -1.828 0.898  0.129
H: -6.414 -0.146 2.139  0.123
H: -5.575 2.190 2.264  0.123
H: -3.482 2.795 1.151  0.104
H: 0.062 2.269 -2.585  0.107
H: -0.212 2.160 -5.022  0.116
H: -2.259 1.172 -6.001  0.117
H: -4.048 0.331 -4.514  0.117
H: -3.802 0.450 -2.086  0.108
H: -0.385 2.821 1.866  0.079
H: -0.219 5.201 2.456  0.115
H: -1.136 6.915 0.923  0.119
H: -2.223 6.236 -1.181  0.119
H: -2.401 3.858 -1.778  0.114

The total charge is +2. Its expectation value of S² is 2.00. The spin multiplicity is 3. As for the LUMO energy (spin up / spin down): -5.41 / -5.33 eV. For the HOMO-LUMO gap (spin up / spin down), the calculation gives 7.5884 / 8.6095 eV.